# 1
{
  "formula": "C5H8O2",
  "method": "ωB97M-V/def2-TZVPD",
  "total_charge": 0,
  "homo_lumo_gap_ev": 10.034,
  "smiles": "O=C1CC(CO)C1",
  "spin_multiplicity": 1,
  "elements": ["O", "C", "C", "C", "C", "O", "C", "H", "H", "H", "H", "H", "H", "H", "H"],
  "xyz": [[-2.19232, -2.14299, -0.62646], [-1.41492, -1.27321, -0.32250], [-1.50274, -0.01764, 0.54479], [-0.25319, 0.50793, -0.22435], [0.89038, 1.12231, 0.57040], [1.05595, 0.37056, 1.75891], [-0.00216, -0.91905, -0.77799], [-1.26714, -0.24411, 1.59071], [-2.43338, 0.55411, 0.50669], [-0.55354, 1.19648, -1.02302], [0.67617, 2.18010, 0.79487], [1.80623, 1.07805, -0.04329], [1.78307, 0.75168, 2.26413], [0.72679, -1.45775, -0.15735], [0.20585, -1.06148, -1.84314]],
  "atomic_forces_ev_per_a": [[0.532, 0.663, 0.245], [-0.386, -0.472, -0.071], [-0.120, 0.098, 0.090], [0.095, 0.102, -0.036], [-0.179, 0.152, -0.317], [0.221, 0.047, 0.221], [-0.108, -0.240, -0.101], [0.017, -0.027, -0.175], [0.117, -0.072, -0.068], [0.105, -0.136, 0.119], [0.025, -0.229, 0.004], [-0.189, 0.089, 0.106], [-0.113, -0.116, -0.057], [-0.084, 0.089, -0.177], [0.065, 0.053, 0.215]],
  "mulliken_charge": [-0.57, 0.37, -0.71, 0.25, -0.72, -0.53, -0.69, 0.26, 0.32, 0.40, 0.37, 0.33, 0.31, 0.26, 0.35]
}


# 2
{
  "formula": "C4H40O16S",
  "method": "ωB97M-V/def2-TZVPD",
  "total_charge": 0,
  "homo_lumo_gap_ev": 9.030,
  "spin_multiplicity": 1,
  "elements": ["C", "O", "C", "C", "C", "S", "H", "H", "H", "H", "H", "H", "H", "H", "H", "H", "H", "H", "O", "H", "H", "O", "H", "H", "O", "H", "H", "O", "H", "H", "O", "H", "H", "O", "H", "H", "O", "H", "H", "O", "H", "H", "O", "H", "H", "O", "H", "H", "O", "H", "H", "O", "H", "H", "O", "H", "H", "O", "H", "H", "O"],
  "xyz": [[-0.16690, 1.49931, -0.56227], [-0.93552, 1.88217, 0.69084], [0.57448, 0.33790, 0.08701], [1.85264, 0.88559, 0.82185], [2.91253, 1.18776, -0.29308], [4.47206, 1.88312, 0.31489], [-0.84372, 1.13658, -1.45256], [0.26047, 2.48324, -0.85104], [-1.75276, 2.35363, 0.48048], [0.75754, -0.48346, -0.58587], [0.01537, 0.08419, 0.99194], [2.23547, 0.07328, 1.44924], [1.77589, 1.77653, 1.44332], [2.89132, 0.15319, -0.71205], [2.40914, 1.72268, -1.10085], [4.01977, 2.69961, 1.31647], [0.49761, -0.31468, 4.49617], [1.82386, 0.40308, 4.14948], [1.34983, -0.42701, 4.03392], [2.31440, -3.76443, -1.89082], [1.43325, -2.57234, -2.11179], [2.07976, -2.93373, -1.45085], [-3.50385, -2.02359, -2.62122], [-3.45389, -0.98884, -1.49827], [-2.91920, -1.38684, -2.19787], [-2.84758, -0.62235, 1.72458], [-4.22108, -1.12865, 1.80535], [-3.74220, -0.40850, 1.36718], [2.59620, -2.98215, 0.20450], [3.32541, -2.92397, 1.57299], [2.47423, -3.11618, 1.16708], [-5.12820, 0.74648, -0.35193], [-3.60323, 0.61389, -0.22871], [-4.30735, 1.01956, -0.77957], [-0.35903, -2.42335, -1.38047], [-1.07455, -1.81144, -2.51973], [-0.41609, -2.51463, -2.34599], [-0.35634, -0.47117, -2.63810], [-0.81309, 0.48454, -3.81741], [-0.21145, 0.37946, -3.07153], [3.75873, -1.97508, -1.75812], [4.35958, -0.54284, -1.83650], [4.59072, -1.47299, -1.80505], [-0.94697, -2.28410, 3.24582], [-0.49900, -0.97520, 2.59302], [-1.25969, -1.41107, 2.99172], [-3.36573, -3.57114, 0.51190], [-1.98767, -3.45876, 1.02234], [-2.88759, -3.57430, 1.35009], [2.03559, 3.34118, 0.23065], [0.68913, 3.74511, 0.92014], [1.61805, 3.97855, 0.81175], [0.69235, -2.51156, 0.19744], [0.57079, -2.35602, 1.53356], [-0.06492, -2.46677, 0.80378], [-4.04596, 2.84397, -0.12013], [-2.91189, 3.44581, -1.03655], [-3.21563, 3.35835, -0.12842], [0.83824, 5.39046, -1.62739], [0.39942, 5.21487, -0.35454], [0.21725, 4.77308, -1.20083]],
  "atomic_forces_ev_per_a": [[-3.419, 0.094, 1.002], [0.088, 0.156, -1.008], [1.461, 2.469, 1.448], [1.190, -0.716, -1.547], [-1.764, -1.400, 0.673], [0.103, -0.107, -0.096], [1.040, 1.048, 2.359], [0.643, -1.218, -0.254], [-0.146, 0.352, -0.255], [0.428, -0.302, -0.016], [-0.637, -0.595, -1.053], [0.151, 0.181, 0.007], [-0.931, -0.261, 0.050], [1.527, 0.705, 0.095], [0.365, 0.675, 0.111], [-0.197, -0.515, -0.603], [0.535, -0.001, -0.269], [-0.068, -0.006, 0.003], [-0.537, -0.019, 0.183], [0.120, -0.088, 0.384], [0.268, -0.002, 0.629], [-0.358, -0.023, -1.561], [0.057, -0.006, -0.045], [0.020, 0.257, -0.100], [-0.144, -0.093, 0.013], [-0.346, 0.368, -0.295], [-0.201, 0.159, -0.294], [0.901, -0.922, 0.924], [0.082, -0.116, 0.665], [-0.019, 0.041, 0.006], [0.461, 0.096, -0.129], [0.241, -0.117, 0.066], [-0.790, 0.406, 0.032], [0.095, -0.404, -0.292], [-0.280, -0.468, -0.011], [-0.428, -1.071, -0.176], [0.055, 0.901, 0.420], [0.112, 0.453, -0.566], [-0.025, -0.390, 0.174], [0.438, 0.053, -0.648], [0.215, 0.456, -0.025], [-0.096, 0.016, -0.029], [0.041, -0.472, -0.010], [-0.128, -0.078, -0.071], [0.011, 0.032, 0.071], [-0.246, 0.383, 0.362], [-0.287, -0.092, 0.212], [0.450, 0.200, 0.377], [-0.131, -0.036, -0.586], [-0.327, -0.020, -0.243], [0.088, -0.619, -0.092], [0.481, 0.709, 1.054], [-0.525, -0.415, -0.642], [-0.596, -0.222, 0.570], [0.989, -0.064, -0.222], [0.769, 0.115, -0.523], [-0.331, -0.105, -0.094], [-0.093, 0.389, 0.589], [-0.268, -0.670, -1.115], [-0.641, -0.866, 0.533], [0.535, 1.785, -0.140]],
  "mulliken_charge": [-0.34, -0.73, 1.50, -0.97, -0.38, -0.23, 0.49, 0.08, 0.31, -0.18, -0.68, 0.37, 0.80, -0.34, 0.63, 0.15, 0.31, 0.31, -0.62, 0.23, 0.35, -0.67, 0.26, 0.35, -0.54, 0.33, 0.29, -0.64, 0.35, 0.31, -0.64, 0.32, 0.32, -0.67, 0.51, 0.24, -0.70, 0.21, 0.33, -0.61, 0.39, 0.37, -0.68, 0.31, 0.23, -0.68, 0.30, 0.27, -0.63, 0.33, 0.32, -0.74, 0.03, 0.37, -0.57, 0.34, 0.32, -0.70, 0.28, 0.31, -0.57]
}


# 3
{
  "formula": "C21H33F4N2O2PbS3Se2",
  "method": "ωB97M-V/def2-TZVPD",
  "total_charge": 1,
  "homo_lumo_gap_ev": 7.810,
  "spin_multiplicity": 1,
  "elements": ["Pb", "C", "N", "C", "C", "C", "N", "C", "C", "F", "C", "F", "C", "C", "F", "C", "F", "H", "H", "H", "H", "H", "H", "H", "H", "H", "H", "H", "C", "C", "S", "C", "C", "S", "C", "C", "S", "H", "H", "H", "H", "H", "H", "H", "H", "H", "H", "H", "H", "O", "C", "C", "C", "O", "C", "Se", "C", "Se", "H", "H", "H", "H", "H", "H", "H", "H", "H", "H"],
  "xyz": [[-0.18190, -0.50772, 0.28412], [1.02780, -1.00897, 3.39395], [0.79598, -1.79285, 2.17952], [2.04243, -2.39881, 1.70120], [-0.25905, -2.79110, 2.38686], [-0.67407, -3.52326, 1.12229], [-0.76587, -2.62297, -0.02412], [-0.96644, -3.18888, -1.27052], [-0.61468, -2.48695, -2.42860], [-0.05357, -1.24764, -2.28162], [-0.80432, -2.95792, -3.70829], [-0.43824, -2.17841, -4.73151], [-1.35913, -4.20176, -3.93222], [-1.70913, -4.92879, -2.81322], [-2.26070, -6.13559, -2.95245], [-1.53480, -4.44730, -1.52534], [-1.97366, -5.22008, -0.51466], [1.42607, -1.63734, 4.19729], [0.09189, -0.56306, 3.72826], [1.74199, -0.21410, 3.18159], [2.43361, -3.11087, 2.43567], [2.78366, -1.61835, 1.53350], [1.86431, -2.92336, 0.76374], [-1.11727, -2.26253, 2.81188], [0.05545, -3.53273, 3.13277], [-1.62985, -3.99928, 1.35639], [0.02432, -4.33841, 0.90929], [-1.51377, -4.58566, -4.92838], [-4.20888, -1.48109, 0.88288], [-3.97440, -0.46182, 1.99800], [-2.34609, 0.33983, 2.06501], [-2.60226, 2.00077, 1.39558], [-3.21379, 2.10909, 0.00708], [-2.13630, 1.46013, -1.29603], [-3.26395, 0.51763, -2.35116], [-3.70342, -0.84914, -1.85483], [-5.01154, -0.84084, -0.60349], [-4.88261, -2.24710, 1.27028], [-3.28541, -1.99047, 0.60054], [-4.07804, -0.94654, 2.96961], [-4.71904, 0.33518, 1.96065], [-1.61133, 2.46200, 1.43971], [-3.22715, 2.53884, 2.11108], [-3.40227, 3.16478, -0.19238], [-4.16710, 1.58233, -0.03946], [-2.70145, 0.40213, -3.28034], [-4.12649, 1.14132, -2.58613], [-2.86593, -1.41908, -1.46541], [-4.09562, -1.41321, -2.70397], [5.04592, 5.91186, 0.53582], [5.39565, 4.58126, 0.24850], [4.19128, 3.71540, -0.16560], [3.68680, 4.14576, -1.54907], [3.19456, 5.47772, -1.56895], [4.67118, 2.26521, -0.23883], [3.15573, 1.02562, -0.42155], [3.12342, 3.81865, 0.91935], [1.65730, 2.58645, 0.52854], [4.56585, 6.26266, -0.22895], [5.83785, 4.17983, 1.16336], [6.15751, 4.52413, -0.53956], [2.93436, 3.45157, -1.93352], [4.53605, 4.13065, -2.23582], [2.27821, 5.47184, -1.27211], [5.21887, 1.99221, 0.66122], [5.30391, 2.09277, -1.10917], [2.69821, 4.82009, 0.97751], [3.53932, 3.56628, 1.89424]],
  "atomic_forces_ev_per_a": [[0.377, 0.140, -0.125], [0.045, 0.028, 0.026], [-0.180, -0.008, -0.110], [0.007, -0.034, 0.033], [0.006, -0.043, 0.217], [-0.099, -0.113, 0.056], [-0.053, -0.005, -0.090], [-0.041, -0.047, 0.069], [0.054, 0.113, -0.073], [-0.068, -0.060, 0.015], [-0.018, 0.020, -0.033], [-0.020, -0.059, 0.038], [0.039, 0.047, 0.061], [-0.018, -0.042, 0.037], [0.019, 0.054, -0.016], [-0.044, 0.011, -0.001], [-0.004, 0.020, -0.052], [0.000, -0.004, 0.012], [-0.009, 0.016, 0.013], [0.018, 0.018, 0.004], [0.011, -0.007, 0.002], [0.007, 0.013, -0.004], [0.015, -0.015, -0.031], [-0.005, 0.028, -0.024], [-0.007, 0.007, 0.011], [0.033, -0.020, -0.022], [0.052, 0.016, -0.021], [0.001, -0.013, -0.027], [0.038, -0.110, 0.089], [-0.091, 0.010, 0.028], [0.119, -0.060, -0.045], [-0.087, 0.125, 0.033], [-0.120, 0.032, 0.105], [0.010, -0.126, 0.018], [-0.030, 0.064, -0.112], [-0.004, -0.041, -0.149], [-0.147, 0.014, -0.011], [0.001, 0.025, 0.002], [0.001, 0.008, 0.013], [0.033, -0.007, -0.010], [0.012, -0.010, 0.038], [-0.007, -0.022, -0.032], [0.001, -0.011, -0.021], [0.014, 0.003, -0.024], [0.065, 0.028, 0.005], [0.009, -0.021, 0.006], [-0.003, 0.042, 0.002], [0.124, -0.069, 0.053], [-0.006, 0.038, 0.003], [-0.074, 0.120, -0.079], [0.042, 0.013, 0.051], [0.033, -0.189, 0.011], [0.050, -0.004, -0.071], [-0.087, 0.035, 0.082], [-0.010, 0.016, 0.030], [-0.066, -0.031, -0.001], [0.055, 0.032, 0.038], [-0.070, 0.065, 0.018], [0.041, -0.004, 0.077], [-0.005, -0.028, -0.012], [-0.001, 0.002, -0.007], [0.034, 0.001, 0.056], [-0.022, -0.031, -0.010], [0.014, 0.044, -0.069], [-0.008, 0.002, -0.020], [0.013, 0.007, -0.007], [0.010, -0.043, -0.006], [0.000, 0.020, -0.035]],
  "mulliken_charge": [0.80, -1.03, 0.54, -1.04, -1.40, -0.64, 0.08, -0.15, 0.26, -0.27, 0.08, -0.31, -0.54, 0.09, -0.30, 0.67, -0.34, 0.33, 0.34, 0.28, 0.36, 0.30, 0.30, 0.40, 0.39, 0.45, 0.48, 0.54, 0.46, -1.07, 0.18, -0.83, -0.55, 0.06, -0.87, 0.86, -0.15, 0.48, -0.79, 0.51, 0.53, 0.16, 0.53, 0.52, 0.20, 0.41, 0.48, -1.15, 0.48, -0.55, -1.18, 1.19, -0.90, -0.58, -1.09, -0.25, -1.16, -0.02, 0.41, 0.44, 0.44, 0.37, 0.43, 0.35, 0.49, 0.51, 0.51, 0.45]
}


# 4
{
  "formula": "C4H11N2O",
  "method": "ωB97M-V/def2-TZVPD",
  "total_charge": -1,
  "homo_lumo_gap_ev": 6.634,
  "smiles": "NCC[C@H](N)C[O-]",
  "spin_multiplicity": 1,
  "elements": ["N", "C", "C", "C", "N", "C", "O", "H", "H", "H", "H", "H", "H", "H", "H", "H", "H", "H"],
  "xyz": [[2.22883, 1.10147, 0.17085], [1.80898, -0.11736, -0.53865], [0.30933, -0.18113, -0.88270], [-0.61605, -0.11198, 0.32516], [-0.69532, -1.32868, 1.09700], [-2.09129, 0.26318, -0.12637], [-2.91006, -0.81206, -0.14335], [1.52259, 1.81873, 0.18143], [2.57497, 0.87680, 1.09167], [2.09610, -0.99944, 0.04626], [2.43114, -0.17967, -1.43479], [0.18433, -1.03445, -1.55933], [0.13487, 0.67079, -1.55583], [-0.27864, 0.80089, 0.83053], [-0.57725, -1.07950, 2.06900], [-1.65802, -1.62109, 0.89543], [-2.46724, 1.05812, 0.58139], [-1.99728, 0.87541, -1.04771]],
  "atomic_forces_ev_per_a": [[0.569, -0.341, -0.192], [0.081, -0.181, 0.101], [1.134, 0.043, -0.619], [-0.684, 1.065, -1.474], [1.291, 0.234, 0.317], [-0.607, -0.067, 0.641], [0.250, 0.247, -0.421], [-0.141, -0.081, 0.274], [-0.385, 0.346, 0.085], [-0.177, 0.131, 0.166], [-0.243, -0.090, -0.352], [-0.357, -0.261, 0.447], [-0.231, 0.188, 0.266], [0.139, -0.409, 0.735], [-0.284, -0.263, 0.175], [-0.527, -0.168, 0.097], [0.172, -0.093, 0.311], [-0.001, -0.301, -0.555]],
  "mulliken_charge": [-0.60, -0.59, -1.04, 0.50, -0.78, -0.43, -0.94, 0.25, 0.24, 0.30, 0.28, 0.29, 0.36, 0.17, 0.22, 0.33, 0.19, 0.23]
}


# 5
{
  "formula": "C4H13NO3",
  "method": "ωB97M-V/def2-TZVPD",
  "total_charge": 0,
  "homo_lumo_gap_ev": 4.309,
  "spin_multiplicity": 1,
  "elements": ["C", "N", "C", "C", "C", "O", "H", "H", "H", "H", "H", "H", "H", "H", "H", "H", "H", "O", "H", "H", "O"],
  "xyz": [[0.69875, -1.25189, 1.30703], [0.09852, -0.67714, 0.06953], [2.90613, 0.32063, 1.48528], [-0.72367, -1.53389, -0.70901], [-2.07840, -1.34248, -0.81924], [-2.92131, -1.89365, -1.59753], [0.87919, -2.42193, 1.28243], [1.81993, -0.74517, 1.39074], [0.10661, -1.01440, 2.13029], [0.83161, -0.13104, -0.24533], [3.42778, 1.23955, 1.19807], [2.50303, 0.62594, 2.50132], [3.70012, -0.43227, 1.69846], [-0.20085, -2.41627, -1.08891], [-2.42522, -0.67719, 0.00204], [-1.29797, 0.87700, -0.04791], [-0.91037, 2.39925, 0.13538], [-1.57810, 1.80674, -0.33313], [-1.84605, 2.38675, -2.06438], [-1.18068, 2.13429, -3.36116], [-1.80904, 2.74715, -2.93396]],
  "atomic_forces_ev_per_a": [[-0.584, -3.456, -2.033], [-1.731, -0.643, 1.459], [0.987, -0.195, 3.592], [4.861, -0.918, 1.063], [-4.829, -0.768, -0.548], [2.826, 1.351, 1.908], [-0.148, 2.142, -0.084], [-0.255, 0.760, -0.820], [-0.833, 0.320, 1.732], [1.649, 1.338, -2.288], [-0.794, -0.133, -1.514], [0.188, -0.593, -1.065], [-0.720, 0.215, -0.396], [-0.395, 0.171, -0.555], [-0.392, 0.144, -0.504], [-0.219, 1.734, -0.448], [-1.357, -1.133, -0.961], [1.749, -0.407, 1.666], [-0.235, -0.386, 1.504], [-0.485, 0.572, 0.024], [0.716, -0.113, -1.730]],
  "mulliken_charge": [-0.57, -0.27, -0.98, 0.05, -0.25, -0.52, 0.31, 0.03, 0.32, 0.23, 0.36, 0.28, 0.27, 0.49, 0.31, 0.34, 0.31, -0.75, 0.40, 0.29, -0.65]
}